# 1
ORCA calculation (wB97M-V/def2-TZVPD) on a molecular structure, C15H33FN3O3Pd at a distorted geometry.

Geometry as XYZ:
```
56
Properties=species:S:1:pos:R:3:forces:R:3
Pd -1.875761 1.711393 -2.914342 -0.33 0.69 0.08
F -0.524225 0.370010 -2.829473 0.72 -1.07 0.01
C -2.837750 4.471394 -2.890700 0.91 -0.71 -0.75
O -3.206331 3.272318 -2.863052 -0.15 1.37 0.02
N -3.664071 5.489074 -2.985630 -1.26 -0.69 -0.19
C -3.334103 6.858907 -2.821149 -0.69 1.17 1.58
C -5.098572 5.277867 -3.122736 -1.32 -1.63 -1.69
H -1.757744 4.761193 -2.980453 -0.69 -0.29 0.46
H -3.662446 7.203496 -1.811149 -0.04 -0.23 -0.55
H -3.927861 7.425866 -3.530277 0.49 0.30 -0.25
H -2.293274 7.079339 -2.811386 0.91 -0.04 -0.61
H -5.562172 6.115585 -3.703388 0.51 -0.44 0.95
H -5.329855 4.371282 -3.806201 0.70 1.22 1.36
H -5.593973 5.096648 -2.153706 0.17 0.30 -0.42
C 0.369559 0.141049 3.076412 0.70 -0.29 -0.23
O 1.078787 -0.863009 2.921075 -0.39 0.99 0.00
N 0.779083 1.414733 2.902670 0.68 0.25 0.16
C 0.147378 2.636543 3.486680 -1.32 -2.33 0.85
C 2.197102 1.544905 2.590935 -0.10 2.16 -0.36
H -0.671683 0.032710 3.290036 -1.05 0.05 0.41
H 0.629895 2.743156 4.451830 -0.39 0.30 0.44
H -0.984578 2.544273 3.571173 1.54 -0.20 0.07
H 0.332414 3.520519 2.950269 0.50 0.81 -1.21
H 2.313156 2.461879 1.996699 -0.04 0.11 0.39
H 2.908996 1.609095 3.422647 -0.47 -0.28 0.13
H 2.478912 0.814035 1.896863 0.48 -1.45 -0.50
C 1.158420 -0.274850 -0.385011 -2.14 -1.10 0.06
C 1.295419 -1.808005 -0.566025 -0.26 -0.07 1.19
C 2.754174 -2.187912 -0.227523 -1.44 -0.08 1.84
C 2.981602 -3.693288 0.117733 -1.08 0.61 -0.66
C 2.235525 -4.013729 1.437937 0.72 -2.09 -2.32
C 0.733011 -3.808492 1.211646 0.11 1.42 3.74
N 0.431130 -2.450265 0.619024 -1.94 1.31 -1.54
O -0.655939 -1.973593 0.798057 2.10 -0.81 0.14
C -0.027899 -4.694366 0.325291 -1.81 -1.89 -2.45
C 0.252050 -3.783139 2.679001 -1.43 -0.81 1.28
C 0.526441 -2.301883 -1.878623 1.00 1.14 0.30
H 2.070559 0.195402 -0.705711 0.10 0.33 -0.49
H 1.001110 -0.062270 0.679904 0.22 -0.02 -0.41
H 0.226617 -0.003196 -0.943568 1.20 0.50 0.25
H 3.267987 -1.708303 -1.018500 1.22 -0.31 -1.02
H 3.031640 -1.563214 0.695238 -0.42 -0.86 -1.09
H 4.041481 -3.812644 0.122074 0.70 -0.63 0.31
H 2.531504 -4.335473 -0.665190 0.58 0.33 0.13
H 2.712132 -3.548724 2.262368 -0.26 1.40 0.71
H 2.313227 -5.080439 1.807623 0.03 0.72 -1.07
H 0.422955 -4.781698 -0.669889 -0.14 0.48 0.01
H -0.100071 -5.775710 0.547216 0.24 0.66 0.96
H -1.097167 -4.334123 0.181820 1.36 -0.41 0.29
H 0.250596 -4.831964 3.102411 0.36 1.15 -0.57
H 0.925008 -3.128581 3.177745 0.84 -0.02 0.72
H -0.687567 -3.333989 3.066344 -0.12 -0.43 -1.41
H -0.544296 -2.013578 -1.745031 0.83 -0.67 -0.29
H 0.770771 -3.305154 -2.233039 -0.48 -0.17 0.65
H 0.889790 -1.685552 -2.720295 -0.15 0.23 0.60
H 3.378915 -4.005502 -4.406694 0.00 0.00 0.00
```
Forces are in eV/Å.

HOMO energy (spin up / spin down), eV: -10.8545 / -10.8724
Charge: +1
Total energy, eV: -32887.066
LUMO energy (spin up / spin down), eV: -4.757 / -4.757
Gap between HOMO and LUMO (spin up / spin down), eV: 6.098 / 6.116
2S+1: 3

# 2
ORCA calculation (wB97M-V/def2-TZVPD) on a molecular structure, C15H33N5O5ReS at a distorted geometry.

Geometry as XYZ:
```
60
Properties=species:S:1:pos:R:3:forces:R:3
Re -0.365354 0.060572 -0.303942 1.30 0.49 1.51
C 2.323437 1.563465 0.941648 0.10 0.47 0.15
C 2.885011 0.737610 -0.161241 0.22 0.06 0.06
O 1.736524 0.460609 -1.003286 -0.58 -0.49 -0.09
C 1.996920 -0.353387 -2.176605 0.08 0.26 -0.39
C 1.686617 -1.776138 -1.864327 0.17 -0.20 -0.10
O 0.348507 -1.775064 -1.278959 -0.19 0.46 0.25
C 0.069185 -2.931657 -0.438695 -0.25 -0.33 -0.13
C 0.578725 -2.685067 0.941463 0.09 -0.11 0.09
O -0.076815 -1.453950 1.355454 0.05 0.12 -0.54
C 0.311974 -0.961922 2.655942 -0.21 -0.04 0.29
C 1.508997 -0.082955 2.509256 0.08 -0.03 0.24
O 1.161577 0.880767 1.480303 0.05 -0.38 -0.43
H 3.062671 1.755615 1.720107 -0.09 -0.03 0.09
H 1.966102 2.519618 0.560084 -0.01 0.01 0.02
H 3.617837 1.318003 -0.724115 -0.04 -0.06 -0.13
H 3.354097 -0.188981 0.176293 -0.10 -0.07 -0.03
H 1.341257 0.029176 -2.959584 0.05 0.04 -0.03
H 3.029415 -0.241567 -2.508586 0.01 0.12 0.07
H 1.690486 -2.369663 -2.779559 -0.13 -0.09 0.05
H 2.389024 -2.217590 -1.155406 -0.04 0.03 0.05
H -1.016029 -3.021506 -0.413022 0.00 -0.10 -0.10
H 0.484206 -3.836480 -0.881810 0.07 0.08 -0.09
H 0.288277 -3.507790 1.597067 -0.06 0.09 0.10
H 1.663428 -2.566135 0.988732 -0.01 0.04 0.01
H -0.542636 -0.399302 3.034901 -0.03 -0.06 0.02
H 0.503487 -1.787499 3.342012 -0.04 -0.06 -0.06
H 1.696469 0.428084 3.456118 0.06 0.16 -0.09
H 2.412842 -0.628131 2.232685 -0.04 -0.01 -0.11
N -1.231937 1.676629 0.898315 -0.25 -0.28 -0.05
N -1.405172 2.943818 0.296793 -0.02 0.20 0.06
C -1.192245 3.091824 -1.009166 -0.03 -0.20 -0.14
N -1.357707 4.238545 -1.605693 0.02 0.11 -0.01
S -0.698409 1.698800 -1.942632 0.07 -0.19 -0.05
H -2.132985 1.360965 1.270912 -0.08 0.08 -0.12
H -0.597796 1.785529 1.692416 0.04 0.10 -0.03
H -1.715439 3.705680 0.892304 -0.02 -0.04 0.04
H -1.664156 5.081748 -1.129059 -0.01 -0.02 0.02
H -1.170089 4.340853 -2.597537 -0.01 -0.04 0.00
C -2.226782 -0.986140 -3.318229 -0.12 0.25 -0.19
N -3.192237 -1.479270 -2.337373 0.48 0.33 0.05
C -4.361494 -2.172819 -2.937852 -0.30 -0.25 -0.13
C -5.539242 -2.166041 -1.992596 0.12 0.19 0.07
C -5.089903 -2.687925 -0.648488 -0.27 -0.34 -0.14
N -3.891197 -1.956046 -0.184786 0.22 0.12 0.43
C -3.687245 -1.938721 1.269450 -0.26 0.21 0.09
C -3.070619 -1.358820 -1.027378 -0.71 -0.59 0.09
O -2.098468 -0.606493 -0.455481 0.06 0.04 -0.87
H -2.570207 -0.053632 -3.767890 -0.05 -0.01 0.04
H -2.138569 -1.722341 -4.115659 0.02 -0.08 0.07
H -1.250740 -0.835136 -2.874889 0.06 -0.11 0.00
H -4.069207 -3.190323 -3.207251 0.12 0.00 0.10
H -4.608320 -1.664354 -3.869143 0.11 0.16 0.05
H -6.334676 -2.794411 -2.389216 0.01 -0.02 0.00
H -5.940208 -1.155141 -1.893565 -0.02 -0.01 0.00
H -4.860400 -3.755170 -0.694675 0.13 0.02 0.00
H -5.872158 -2.575381 0.100766 0.09 0.17 0.09
H -4.360968 -1.222810 1.743474 -0.03 0.02 -0.06
H -2.661387 -1.689787 1.521347 0.04 -0.11 -0.01
H -3.933375 -2.921161 1.668056 0.08 -0.06 -0.07
```
Forces are in eV/Å.

HOMO energy (spin up / spin down), eV: -20.8284 / -20.7593
Charge: +4
Energy above the lowest of the compared OMol25 structures with the same formula, charge and spin, eV: 0.462
Total energy, eV: -46702.098
LUMO energy (spin up / spin down), eV: -14.560 / -14.482
Gap between HOMO and LUMO (spin up / spin down), eV: 6.268 / 6.277
2S+1: 2

# 3
ORCA calculation (wB97M-V/def2-TZVPD) on 4 unconnected molecules or ions with the total composition C15H34BN4O7S3.

Geometry as XYZ:
```
64
Properties=species:S:1:pos:R:3:forces:R:3
N -2.262279 -0.240803 3.029590 -0.29 -0.11 0.04
B -2.324336 -1.578929 2.472102 0.32 -0.19 0.30
O -3.110458 -2.600123 2.959396 0.32 0.04 0.11
N -1.551114 -1.878687 1.258786 -0.02 -0.05 -0.68
C -1.790110 -3.114094 0.442320 0.01 0.30 0.16
C -1.008434 -2.761291 -0.810730 0.17 0.03 0.14
N -1.243622 -1.307420 -0.968663 0.06 -0.10 0.14
C -1.151460 -0.916012 0.373621 -0.14 0.20 0.52
N -0.654415 0.219965 0.725898 -0.13 0.01 -0.34
H -1.685318 -0.206783 3.867027 0.15 0.13 -0.14
H -3.183071 0.062420 3.335465 0.03 -0.03 0.10
H -2.613934 -3.313984 3.383689 -0.34 -0.03 -0.22
H -2.862537 -3.200156 0.262866 0.02 -0.26 0.01
H -1.390342 -3.995006 0.934697 -0.13 -0.03 0.12
H -1.217794 -3.332739 -1.708264 -0.18 0.06 0.02
H 0.050598 -2.840770 -0.554424 0.04 -0.25 -0.31
H -2.181828 -1.123254 -1.321813 0.09 0.09 -0.14
H -0.478087 0.927915 0.027891 0.26 -0.15 -0.05
H -0.320259 0.408879 1.666566 -0.27 0.28 0.06
C 4.125543 2.788528 1.245538 0.01 -0.05 0.14
C 4.346080 3.176892 2.713848 -0.04 -0.05 -0.01
C 3.151722 2.640509 3.515276 0.12 0.10 0.03
S 2.586064 1.188173 2.623895 -0.05 0.00 0.00
O 1.235918 1.439793 2.130150 0.05 0.07 0.08
O 2.800930 -0.015232 3.383058 -0.03 -0.08 0.02
C 3.725592 1.317572 1.258445 0.07 0.07 -0.09
H 5.014145 2.946704 0.640796 -0.06 0.03 0.03
H 3.320551 3.384209 0.811287 0.02 0.00 -0.04
H 5.269281 2.725978 3.080687 0.00 -0.02 0.00
H 4.437370 4.254320 2.835088 0.01 0.00 0.01
H 3.402584 2.328038 4.525885 -0.03 -0.02 0.01
H 2.321268 3.343292 3.541275 -0.04 -0.04 -0.04
H 3.232621 0.982089 0.348712 -0.04 -0.03 0.03
H 4.567454 0.665520 1.491708 0.00 0.00 0.02
C 5.015482 4.996456 -4.644161 -0.03 0.01 0.04
C 4.708647 6.285141 -3.868553 0.01 -0.03 0.02
C 4.103554 5.874629 -2.520107 0.01 0.10 -0.11
S 4.793210 4.255401 -2.142566 0.13 0.18 -0.09
O 3.725521 3.282079 -2.109715 -0.01 -0.05 0.07
O 5.697532 4.355444 -1.022552 -0.02 -0.04 0.03
C 5.725339 4.073462 -3.658727 -0.06 -0.01 -0.15
H 5.633385 5.187216 -5.519523 0.00 0.01 0.00
H 4.087394 4.532419 -4.983949 0.00 -0.01 -0.01
H 5.632546 6.841489 -3.703535 0.01 -0.01 0.01
H 4.028209 6.934549 -4.416001 0.00 0.01 0.00
H 4.366177 6.546733 -1.707333 -0.02 -0.03 0.04
H 3.022989 5.755217 -2.570148 0.00 -0.06 0.00
H 5.723407 3.023557 -3.942030 -0.01 -0.02 0.06
H 6.741262 4.405406 -3.448263 0.00 0.00 0.02
C -7.482235 -4.779729 0.278059 0.05 -0.03 -0.02
C -6.098965 -4.702922 0.939288 -0.03 -0.04 0.02
C -5.233579 -5.801366 0.311504 0.01 0.16 0.25
S -5.863677 -6.040125 -1.359403 0.01 0.12 0.08
O -6.398678 -7.369213 -1.460560 0.03 -0.07 -0.09
O -4.893640 -5.555194 -2.309929 0.03 -0.01 -0.01
C -7.220978 -4.877398 -1.221285 -0.07 0.06 0.07
H -8.095882 -3.912642 0.516243 -0.01 0.00 0.01
H -8.011409 -5.669725 0.622947 -0.01 -0.01 -0.01
H -5.655826 -3.721778 0.751241 -0.01 0.00 -0.03
H -6.158910 -4.830347 2.019022 -0.01 0.03 0.01
H -4.182495 -5.530466 0.246538 0.02 -0.08 -0.07
H -5.334255 -6.747683 0.838916 -0.04 -0.05 -0.09
H -8.056169 -5.257220 -1.804501 0.03 -0.04 -0.02
H -6.876279 -3.928902 -1.632584 0.00 -0.01 -0.03
```
Forces are in eV/Å.

HOMO energy, eV: -12.2691
Charge: +1
Total energy, eV: -69578.157
LUMO energy, eV: -2.613
Gap between HOMO and LUMO, eV: 9.656

# 4
ORCA calculation (wB97M-V/def2-TZVPD) on 2 unconnected molecules or ions with the total composition C15H34ClNO3P at a distorted geometry.

Geometry as XYZ:
```
55
Properties=species:S:1:pos:R:3:forces:R:3
C -2.194704 0.753246 2.624619 -0.38 0.47 -0.58
N -0.962042 0.007995 2.301824 1.45 -0.49 -0.22
C -0.934102 -1.393467 2.738695 0.36 -0.15 0.53
C 0.199742 0.596067 2.004792 -0.97 1.01 0.59
Cl 1.518845 0.466215 3.111466 -0.44 -0.37 -0.11
H -3.017672 0.035184 2.744028 0.36 0.30 -0.27
H -2.082971 1.296324 3.575434 0.21 -0.23 -0.29
H -2.443473 1.477667 1.839791 0.07 -0.19 0.13
H -1.966176 -1.746218 2.827309 0.39 -0.01 -0.08
H -0.378963 -1.976841 1.992780 -0.26 0.09 0.25
H -0.423270 -1.474250 3.708427 -0.27 -0.15 -0.19
H 0.182462 1.458727 1.334312 -0.16 0.13 0.92
C 3.095282 -4.942036 -2.551829 0.09 0.09 0.24
C 3.633683 -4.068545 -1.415669 0.05 0.21 0.16
C 3.458515 -2.581213 -1.749289 0.37 0.27 -0.34
C 3.619215 -1.585627 -0.590750 0.02 0.02 0.18
O 2.746693 -0.445787 -0.839194 -0.06 0.98 0.46
P 2.269292 0.758983 0.145330 0.44 -0.08 -1.50
O 3.610876 1.519436 0.622219 -0.57 -0.24 -0.37
C 3.697614 2.807536 1.326036 -0.04 -0.22 0.20
C 2.749054 3.916104 0.855472 0.28 -0.07 -0.39
C 2.598333 5.026928 1.897989 0.14 -0.20 -0.35
C 1.940853 4.526358 3.178995 0.19 0.31 0.11
O 1.707135 1.846979 -0.946068 0.29 -1.15 0.69
C 0.489376 1.462652 -1.598195 -0.04 0.01 -0.49
C 0.211425 2.474448 -2.695545 0.05 -0.25 -0.19
C -1.268939 2.490759 -3.019329 -0.11 -0.05 -0.05
C -1.636549 3.487637 -4.109881 -0.07 -0.22 0.06
H 3.182963 -5.997926 -2.289473 -0.02 0.05 -0.13
H 2.039542 -4.714588 -2.732701 0.13 -0.09 -0.06
H 3.659368 -4.762855 -3.474201 -0.15 -0.05 0.12
H 3.117812 -4.293995 -0.472545 0.04 -0.08 -0.15
H 4.700018 -4.293361 -1.266012 -0.26 0.06 0.10
H 4.228540 -2.337031 -2.495900 -0.39 0.09 -0.04
H 2.479443 -2.426283 -2.229391 0.22 0.03 0.27
H 3.343256 -2.043590 0.372313 0.10 0.12 -0.21
H 4.642021 -1.182433 -0.541643 -0.32 -0.30 0.16
H 3.555672 2.580156 2.390320 0.05 0.07 -0.23
H 4.740376 3.125169 1.167158 -0.41 -0.21 0.15
H 3.182776 4.334103 -0.063151 -0.31 -0.10 0.07
H 1.750516 3.539330 0.589087 0.35 0.02 0.21
H 3.587183 5.461243 2.098111 -0.24 0.03 0.11
H 1.990080 5.812903 1.437561 0.12 -0.05 0.13
H 1.534012 5.370727 3.739141 0.03 -0.17 0.10
H 1.119297 3.837357 2.956015 0.02 0.04 0.03
H 2.671442 4.014967 3.812152 -0.23 0.01 0.04
H 0.606075 0.463164 -2.046708 -0.06 0.24 0.20
H -0.350315 1.412163 -0.886548 0.18 0.12 0.06
H 0.553351 3.482665 -2.429953 0.01 -0.26 0.17
H 0.787567 2.142432 -3.567296 -0.05 0.33 0.00
H -1.564868 1.475901 -3.313928 -0.14 0.12 0.02
H -1.821507 2.733514 -2.101006 0.01 -0.04 -0.12
H -2.720590 3.495231 -4.238340 0.09 0.16 -0.11
H -1.296810 4.490406 -3.836409 -0.09 -0.05 -0.10
H -1.180443 3.207853 -5.063237 -0.03 0.10 0.07
```
Forces are in eV/Å.

HOMO energy, eV: -11.8426
Charge: +1
Energy above the lowest of the compared OMol25 structures with the same formula, charge and spin, eV: 0.690
Total energy, eV: -45543.124
LUMO energy, eV: -5.018
Gap between HOMO and LUMO, eV: 6.824